Formula: C20H21N3O3
Source: the Open Molecules 2025 dataset
Level of theory: wB97M-V/def2-TZVPD

Element x y z (Å)
C 5.45842 1.79063 5.03322
C 4.21533 2.11010 5.85395
C 2.93169 1.90824 5.04788
N 2.74744 0.52761 4.65581
C 2.82273 0.11998 3.36923
O 2.94617 0.86690 2.42821
C 2.71707 -1.40794 3.21998
O 2.64184 -1.81383 1.88171
C 1.56480 -1.43376 1.13746
C 1.62297 -1.76814 -0.21611
C 0.58469 -1.44987 -1.06264
C -0.54525 -0.79065 -0.57982
C -1.66851 -0.45377 -1.46572
N -2.84898 -0.76532 -1.03420
N -3.92849 -0.54396 -1.77654
C -5.18624 -0.93783 -1.18166
C -3.93738 -0.02426 -3.05409
O -4.98324 0.08275 -3.67190
C -2.61910 0.38364 -3.54259
C -2.50923 0.99659 -4.79208
C -1.28453 1.43623 -5.23839
C -0.15735 1.29136 -4.43068
C -0.24734 0.68370 -3.19934
C -1.47765 0.19288 -2.74312
C -0.61036 -0.48658 0.77436
C 0.43070 -0.79671 1.62894
H 5.49783 2.41973 4.14769
H 6.35718 1.96034 5.62087
H 5.45079 0.75233 4.70909
H 4.18638 1.47671 6.74469
H 4.25070 3.14894 6.18529
H 2.97007 2.48641 4.12239
H 2.06554 2.23099 5.63561
H 2.71167 -0.15652 5.39523
H 3.63673 -1.86273 3.60238
H 1.86648 -1.78701 3.80535
H 2.50031 -2.27961 -0.57911
H 0.63718 -1.73756 -2.10251
H -4.96916 -1.45077 -0.24885
H -5.72343 -1.59329 -1.86765
H -5.80308 -0.05706 -0.99609
H -3.40732 1.11795 -5.37850
H -1.19558 1.90864 -6.20523
H 0.79626 1.66542 -4.77375
H 0.62460 0.59712 -2.56950
H -1.48861 0.01033 1.15671
H 0.34996 -0.52240 2.66937

Force components x, y, z for each atom (eV/Å):
C -0.1 0.1 0.2
C 0.0 -0.1 -0.3
C 0.1 0.3 0.2
N 0.0 0.0 0.3
C -0.1 -0.5 0.1
O 0.1 0.1 -0.3
C 0.0 0.1 -0.1
O 0.1 0.1 0.0
C -0.3 -0.1 -0.3
C 0.2 0.0 0.3
C -0.1 0.0 0.2
C 0.2 0.0 0.3
C -0.6 -0.1 0.0
N 0.9 -0.2 0.5
N -0.2 0.2 -0.5
C -0.4 0.0 0.0
C 0.0 -0.1 0.2
O -0.1 0.1 -0.1
C 0.4 0.0 0.0
C -0.1 0.0 0.0
C -0.1 0.0 0.0
C 0.1 0.0 0.1
C 0.0 0.0 0.0
C -0.4 0.2 -0.4
C 0.0 0.0 -0.3
C 0.3 -0.1 0.2
H 0.1 0.0 -0.1
H 0.1 0.0 0.0
H 0.1 -0.1 -0.1
H 0.0 0.1 0.1
H 0.0 0.0 0.1
H -0.1 0.0 0.1
H 0.1 0.0 -0.1
H 0.0 -0.1 -0.1
H -0.2 0.1 0.0
H 0.1 0.1 0.0
H 0.1 -0.1 0.0
H 0.0 0.0 -0.1
H 0.0 0.0 -0.1
H 0.0 0.0 0.1
H 0.0 -0.1 0.0
H -0.1 0.0 -0.1
H 0.0 0.0 -0.1
H 0.1 0.0 0.0
H 0.1 0.0 0.0
H -0.1 0.1 0.0
H 0.0 0.0 0.1

The spin multiplicity is 1. The value obtained for the frontier orbital gap is 8.50 eV. The value obtained for the energy above the lowest of the compared OMol25 structures with the same formula, charge and spin is 2.5619 eV. As for the SMILES: CCCNC(=O)COc1ccc(-c2nn(C)c(=O)c3ccccc23)cc1. The HOMO energy is -8.0 eV. The value obtained for the total energy is -31694.1059 eV.



Formula: C6H8CuMgO3
Source: the Open Molecules 2025 dataset
Level of theory: wB97M-V/def2-TZVPD

Element x y z (Å)
C -1.89278 1.27056 1.19466
C -2.79145 0.21583 0.68414
C -2.45675 0.62032 -0.73931
C -2.00513 -0.76114 -0.37103
O -0.69091 -1.00845 -0.33997
Cu 0.95139 -2.05799 0.46583
H -1.04162 0.98925 1.82955
H -2.34340 2.23052 1.46109
H -3.77767 -0.01316 1.08519
H -2.66774 -1.56839 -0.70598
H -3.11553 0.88018 -1.57183
O 1.89606 -0.24978 0.02708
O -1.41714 1.53365 -0.33844
C 3.17045 0.05718 0.25702
C 3.77289 1.21725 -0.04509
H 3.75459 -0.75026 0.72096
H 4.82840 1.35404 0.18802
H 3.22884 2.04448 -0.50887
Mg 0.36930 0.63414 -0.72933

Force components x, y, z for each atom (eV/Å):
C 1.1 0.8 -1.4
C 0.0 -1.4 -1.4
C -0.9 -1.0 -0.1
C -2.1 0.9 0.9
O 1.5 0.2 0.1
Cu -0.4 0.6 -0.3
H -0.1 0.2 -0.2
H 0.1 -0.4 0.1
H 0.4 0.0 -0.1
H 0.2 0.3 0.2
H 0.4 0.2 0.2
O -1.3 -0.1 -0.3
O 0.3 0.4 1.4
C 1.8 0.7 0.1
C -0.3 -0.6 0.2
H -0.2 0.3 -0.1
H -0.4 0.0 -0.1
H 0.2 -0.1 0.1
Mg -0.3 -1.0 0.8

The spin multiplicity is 1. The value obtained for the frontier orbital gap is 7.46 eV. As for the charge: +1. The HOMO energy is -12.0 eV. The value obtained for the total energy is -62570.5061 eV.



Formula: C2H2N2
Source: the Open Molecules 2025 dataset
Level of theory: wB97M-V/def2-TZVPD

Element x y z (Å)
C -0.80010 -0.27269 -0.13128
N -1.28237 0.80566 -0.04982
C 1.21215 -0.61753 0.05539
N 2.33704 -0.34151 0.08919
H -0.91224 1.74705 -0.03276
H -0.55449 -1.32098 0.06928

Force components x, y, z for each atom (eV/Å):
C 2.7 -1.6 1.5
N -0.7 0.2 -0.4
C 0.2 1.5 -0.3
N -0.1 -0.3 0.1
H 0.3 -0.3 -0.1
H -2.4 0.5 -0.7

The spin multiplicity is 1. The value obtained for the frontier orbital gap is 10.14 eV. The value obtained for the energy above the lowest of the compared OMol25 structures with the same formula, charge and spin is 2.8713 eV. The HOMO energy is -10.4 eV. The value obtained for the total energy is -5082.3140 eV.



- Which of these has the lowest frontier orbital gap?
  C6H8CuMgO3



- Look up the frontier orbital gap of the second one.
  7.46 eV